C39H35Cl40N3O4 | ωB97M-V/def2-TZVPD

Each line ends with the Löwdin charge.
Element x y z (Å)
1 C 5.48764 -4.04248 6.16900  0.094
2 C 4.48301 -3.86255 5.31990  -0.064
3 C 3.70507 -3.24521 4.04217  -0.073
4 C 4.27784 -3.43497 2.55730  -0.076
5 C 5.67233 -4.26481 2.44276  -0.148
6 O 6.22404 -4.22832 1.07351  -0.134
7 N 6.81941 -3.00280 0.97462  -0.029
8 O 6.60198 -2.64079 -0.16352  0.021
9 C 3.53340 -2.81946 1.31766  0.069
10 C 2.17552 -1.95919 1.45172  -0.129
11 N 1.63807 -1.42617 0.21227  0.143
12 C 0.45529 -0.66350 0.54780  -0.126
13 C -0.27513 0.07042 -0.72057  -0.110
14 C 0.93576 0.84380 -1.50485  -0.142
15 C 1.10629 0.68794 -3.06350  -0.144
16 C 2.32230 1.47932 -3.72228  -0.101
17 C 3.27837 2.40010 -2.84048  -0.219
18 C 3.06343 2.56997 -1.28774  -0.187
19 C 3.98418 3.48441 -0.31344  -0.098
20 C 1.88774 1.76832 -0.60527  0.019
21 C -0.19555 -0.46390 1.96970  -0.091
22 C -1.55200 0.41344 2.22021  -0.277
23 C -1.27402 2.02844 2.04067  -0.076
24 C -2.82485 -0.11778 1.37442  -0.204
25 C -4.14034 -0.43303 2.25169  -0.251
26 C -4.74295 0.85889 3.04185  -0.119
27 N 0.39641 -1.03313 3.16013  0.110
28 C 1.61654 -1.77473 2.90214  -0.142
29 C 2.37570 -2.40199 4.16909  -0.069
30 C 1.76313 -2.12307 5.63790  -0.217
31 O 2.64313 -1.39998 6.54329  -0.186
32 C 3.30534 -0.27793 5.90019  -0.158
33 C 2.28583 0.78929 5.20353  -0.171
34 O 2.76280 2.12651 5.52154  -0.193
35 C 2.51540 3.06981 4.44887  -0.251
36 C 3.69005 4.21654 4.53658  -0.090
37 H 6.34755 -4.14526 6.93937  0.066
38 H 5.39879 -5.37356 2.66948  0.146
39 H 6.44301 -3.93004 3.24175  0.131
40 H 4.00489 -2.95980 0.27045  0.102
41 H -1.01844 0.88396 -0.40024  0.096
42 H -0.81938 -0.67286 -1.41030  0.081
43 H 0.38806 0.01696 -3.64745  -0.025
44 H 2.48607 1.35314 -4.84930  0.089
45 H 4.14586 2.95450 -3.35005  0.049
46 H 4.70194 2.83618 0.32760  0.088
47 H 4.55143 4.29667 -0.92732  0.087
48 H 3.24839 3.98929 0.43275  0.075
49 H 1.73477 1.86823 0.53423  0.085
50 H -1.84791 0.30195 3.34493  0.137
51 H -0.19994 2.10727 1.60622  0.057
52 H -1.23359 2.50699 3.10041  0.087
53 H -2.03977 2.53067 1.34285  0.082
54 H -2.48999 -1.05257 0.77134  0.115
55 H -3.12839 0.70104 0.59802  0.115
56 H -3.98394 -1.31689 2.96911  0.106
57 H -4.96964 -0.75247 1.49419  0.107
58 H -4.83942 0.60422 4.16294  0.077
59 H -4.03680 1.73969 2.81799  0.062
60 H -5.79507 1.10539 2.60093  0.081
61 H 0.74500 -1.58737 5.64828  0.111
62 H 1.57581 -3.16495 6.13086  0.098
63 H 4.17754 -0.59199 5.18994  0.134
64 H 3.82909 0.31993 6.75644  0.141
65 H 1.18068 0.59762 5.45980  0.129
66 H 2.38733 0.60440 4.05542  0.109
67 H 2.59342 2.63382 3.38741  0.104
68 H 1.51359 3.63797 4.52499  0.120
69 H 4.05065 4.50557 3.46277  0.069
70 H 4.62671 3.82016 5.08378  0.083
71 H 3.31861 5.19526 5.01792  0.071
72 Cl -2.61122 3.27670 -6.06620  0.518
73 C -2.49719 1.61058 -5.45858  -1.987
74 Cl -4.10652 1.05902 -4.93355  0.503
75 Cl -1.89899 0.54804 -6.75336  0.520
76 Cl -1.37217 1.56005 -4.08014  0.555
77 Cl 0.06115 -2.44502 -3.41787  0.580
78 C -1.60705 -2.83045 -3.89526  -1.956
79 Cl -2.39142 -3.76083 -2.59986  0.471
80 Cl -2.51449 -1.32301 -4.17108  0.471
81 Cl -1.58776 -3.79306 -5.39010  0.540
82 Cl -6.01112 -5.10277 -0.55654  0.481
83 C -6.42414 -4.88515 -2.27432  -1.989
84 Cl -5.43655 -3.57403 -2.95500  0.493
85 Cl -6.09860 -6.39071 -3.16129  0.500
86 Cl -8.14703 -4.47107 -2.42189  0.530
87 Cl 5.59155 -0.40775 -6.20974  0.511
88 C 6.32955 0.45165 -4.83837  -1.974
89 Cl 5.05107 1.00406 -3.72735  0.644
90 Cl 7.43424 -0.64493 -3.97698  0.512
91 Cl 7.23952 1.85679 -5.44035  0.511
92 Cl -0.79904 8.13442 -2.91558  0.512
93 C -1.73624 6.83532 -3.68735  -2.018
94 Cl -0.89053 5.28695 -3.47319  0.503
95 Cl -3.34626 6.74038 -2.93824  0.517
96 Cl -1.91049 7.18011 -5.42319  0.484
97 Cl -3.01074 10.10376 -4.90435  0.447
98 C -2.64507 11.55893 -5.86399  -1.995
99 Cl -3.67542 12.90180 -5.31943  0.525
100 Cl -0.93587 11.99633 -5.64399  0.525
101 Cl -2.95374 11.23702 -7.58487  0.498
102 Cl -0.34650 -4.17494 4.34957  0.574
103 C -0.32653 -5.62413 5.37825  -2.006
104 Cl 1.35258 -6.16073 5.61167  0.526
105 Cl -1.05122 -5.24087 6.95613  0.522
106 Cl -1.26011 -6.91983 4.59594  0.514
107 Cl -0.48166 -7.98717 0.16674  0.515
108 C -0.88626 -7.76362 -1.55011  -2.013
109 Cl 0.11088 -6.45621 -2.22862  0.505
110 Cl -0.56762 -9.27212 -2.43561  0.520
111 Cl -2.60712 -7.33964 -1.70289  0.480
112 Cl -5.27634 9.26589 -6.74390  0.461
113 C -6.84099 9.01727 -7.55040  -2.008
114 Cl -6.99954 10.16248 -8.90160  0.516
115 Cl -6.93105 7.35301 -8.17034  0.514
116 Cl -8.15764 9.28818 -6.38640  0.517
117 Cl -5.60928 -9.87257 -2.42809  0.502
118 C -5.97581 -9.72298 -0.69443  -2.005
119 Cl -6.01525 -8.00332 -0.24302  0.450
120 Cl -7.55800 -10.46106 -0.35743  0.521
121 Cl -4.72003 -10.55528 0.25017  0.516

Cartesian forces, eV/Å:
-4.96 1.12 -4.24
5.08 0.90 2.21
-2.28 1.43 -1.38
-2.16 1.84 -0.51
-1.41 -0.96 0.86
-0.98 -0.44 2.95
-1.18 0.84 -4.25
1.54 0.25 2.56
0.04 -0.25 3.48
2.08 -1.40 0.87
-3.39 1.44 5.85
0.18 -0.64 -0.06
1.86 0.55 0.07
1.65 1.34 -0.97
3.46 2.73 2.99
-1.43 0.27 3.85
-3.57 -0.86 1.85
-2.28 -2.33 -1.18
-0.91 -0.27 -0.48
0.71 -0.17 -4.45
1.93 -1.38 1.18
-0.09 0.09 0.69
1.07 -0.92 0.30
0.00 0.13 -0.47
-0.67 -0.06 -0.70
0.10 -0.59 -0.73
1.18 0.05 -5.06
0.67 -0.36 -0.38
1.89 -0.94 -1.24
-0.30 -1.06 0.18
0.25 0.31 -1.94
0.47 1.61 0.96
0.84 -1.19 -1.14
-1.04 -0.59 -1.73
1.22 2.00 -0.28
0.09 0.05 -0.68
-2.25 0.05 -1.76
0.65 1.92 -0.55
-1.33 -0.31 -1.53
-0.97 0.28 2.00
1.09 -1.41 -0.20
0.99 1.05 1.12
1.70 1.20 1.05
-0.12 0.35 1.97
-2.09 -0.52 1.11
-1.09 1.07 -1.35
-0.97 -1.57 1.23
1.37 -0.69 -1.34
0.21 -0.31 -2.12
0.90 -0.21 -2.00
-1.92 0.28 0.56
-0.27 -0.65 -2.02
1.25 -0.74 1.21
-0.79 1.47 1.02
0.57 -1.46 1.27
-0.05 1.35 -1.08
1.59 0.31 1.31
0.22 0.79 -1.81
-1.23 -1.15 0.78
1.95 -0.35 0.97
1.57 -0.85 -0.67
0.53 1.88 -0.80
-1.83 0.33 0.99
-1.05 -1.18 -1.40
1.67 0.44 -0.03
-0.32 0.52 1.86
-0.19 0.07 1.71
1.26 -1.23 0.09
-0.76 -0.56 1.85
-1.70 0.57 -0.74
0.61 -1.68 -0.55
-0.02 -0.33 0.10
0.01 0.23 -0.01
0.06 0.36 -0.17
-0.07 0.34 0.09
-0.58 0.72 -0.60
-0.28 -0.31 -0.09
-0.02 -0.16 0.04
0.67 0.22 -0.20
0.11 -1.19 0.39
-0.02 0.19 0.28
-0.02 0.63 -0.28
-0.08 0.04 -0.19
-0.68 -0.26 0.14
-0.04 0.39 0.08
0.31 -0.11 0.07
0.10 0.16 0.20
0.27 -0.26 0.22
1.82 -1.38 -1.11
-0.13 0.15 -0.19
-0.15 -0.21 0.07
-0.16 -0.24 -0.13
0.11 -0.11 0.01
-0.14 0.30 -0.01
0.26 0.05 -0.16
0.12 -0.41 0.25
0.18 0.71 -0.06
-0.02 0.09 0.01
0.18 -0.26 -0.11
-0.31 -0.11 -0.01
0.33 0.25 0.28
-0.17 -0.38 0.11
-0.01 0.00 -0.06
-0.28 0.14 -0.04
0.15 -0.06 -0.28
0.16 0.22 0.13
-0.09 0.05 -0.31
0.03 0.04 -0.01
-0.18 -0.26 0.14
-0.08 0.28 0.17
0.26 -0.09 0.03
-0.82 -0.32 -0.19
0.05 -0.05 0.02
0.03 -0.19 0.24
0.00 0.29 0.10
0.24 -0.04 -0.22
-0.05 0.02 0.30
0.01 -0.02 0.16
0.00 -0.91 -0.05
0.29 0.13 -0.08
-0.20 0.15 -0.20

Its spin multiplicity is 1. The electronic energy is -554542.25399 eV. The value obtained for the LUMO energy is -1.29 eV. The value obtained for the HOMO energy is -8.42 eV. As for the SMILES: C#Cc1c(CON=O)cc2nc(Cc3cccc(C)c3)c([C@@H](C)CCC)nc2c1COCCOCC.ClC(Cl)(Cl)Cl.ClC(Cl)(Cl)Cl.ClC(Cl)(Cl)Cl.ClC(Cl)(Cl)Cl.ClC(Cl)(Cl)Cl.ClC(Cl)(Cl)Cl.ClC(Cl)(Cl)Cl.ClC(Cl)(Cl)Cl.ClC(Cl)(Cl)Cl.ClC(Cl)(Cl)Cl.